[1]
Here is a molecular structure, C24H16BrN4O2RuS2 from OMol25. Energies are from the ωB97M-V functional and the def2-TZVPD basis.

```
50
Properties=species:S:1:pos:R:3:mulliken_charge:R:1
Ru -0.41 -1.23 -0.94 0.368
O -1.90 -3.10 2.16 -0.655
C -1.01 -2.71 3.14 0.604
C -1.45 -2.87 4.45 -0.626
C -0.63 -2.52 5.51 -0.406
C 0.64 -2.01 5.28 -0.843
C 1.07 -1.85 3.98 -0.670
C 0.25 -2.18 2.89 0.115
C 0.83 -1.90 1.53 1.177
O 0.12 -2.44 0.40 -0.978
N 0.87 -0.44 1.33 -0.464
N 1.10 -0.18 0.01 -0.173
C 1.92 0.68 -0.44 0.087
C 2.06 0.86 -1.88 0.227
Br 0.94 -0.31 -2.92 0.040
C 2.87 1.68 -2.55 -0.834
C 3.90 2.56 -1.96 0.479
C 4.07 3.82 -2.53 -0.476
C 5.02 4.69 -2.02 -0.550
C 5.82 4.29 -0.95 -0.442
C 5.68 3.02 -0.41 -0.583
C 4.72 2.15 -0.92 -0.439
H -1.43 -3.09 1.32 0.323
H -2.44 -3.28 4.60 0.447
H -0.99 -2.66 6.52 0.386
H 1.29 -1.75 6.11 0.402
H 2.07 -1.48 3.80 0.357
H 1.85 -2.32 1.49 0.336
H 1.38 0.11 2.02 0.317
H 2.51 1.31 0.23 0.638
H 2.76 1.72 -3.63 0.423
H 3.46 4.12 -3.37 0.410
H 5.15 5.67 -2.45 0.394
H 6.57 4.96 -0.56 0.396
H 6.33 2.69 0.39 0.391
H 4.66 1.14 -0.53 0.613
S -2.16 -2.52 -1.60 -0.206
C -3.46 -1.47 -1.79 0.765
C -4.74 -1.97 -2.17 -0.762
C -5.77 -1.10 -2.35 0.486
C -7.07 -1.62 -2.72 -0.297
N -8.10 -2.02 -3.02 -0.392
C -5.58 0.31 -2.16 0.412
C -4.37 0.80 -1.77 -0.871
C -3.28 -0.09 -1.57 0.991
S -1.78 0.50 -1.07 -0.295
C -6.67 1.22 -2.38 -0.297
N -7.53 1.97 -2.56 -0.401
H -4.88 -3.03 -2.33 0.551
H -4.25 1.86 -1.63 0.523
```

As for the HOMO-LUMO gap (spin up / spin down): 5.23 / 5.25 eV. Its charge is +1.

[2]
Here is 2 unconnected molecules or ions with the total composition C7H10O from OMol25. Energies are from the ωB97M-V functional and the def2-TZVPD basis.

```
18
Properties=species:S:1:pos:R:3:mulliken_charge:R:1
C 1.25 -0.70 -1.44 -1.497
C 0.60 1.37 -0.29 -0.555
C 0.74 -0.05 -0.21 0.993
C 0.63 -0.74 0.99 -0.583
C 0.27 0.00 2.11 -0.131
C 0.12 1.46 2.07 -0.571
C 0.24 2.10 0.91 -0.327
H 1.37 -1.76 -1.60 0.395
H 2.25 -0.33 -1.57 0.347
H 0.68 -0.32 -2.34 0.296
H 0.90 1.89 -1.15 0.426
H 0.78 -1.82 1.13 0.315
H -0.04 -0.64 3.04 0.232
H 0.20 1.85 3.08 0.338
H 0.08 3.18 0.79 0.326
H -2.87 -2.42 -2.15 0.304
H -3.99 -1.47 -1.38 0.323
O -3.23 -1.60 -1.98 -0.629
```

As for the structure (SMILES): Cc1ccccc1.O. As for the HOMO-LUMO gap: 9.46 eV. As for the relative energy (zero: lowest compared OMol25 entry of this formula, charge and spin): 115.4 kJ/mol.

The evaluated M for the records listed, in turn: 637.53 110.16 g mol⁻¹.
The evaluated strongest force on any atom for the records listed, in turn: 1.65 5.20 eV/Å.